(1)
DFT (the ωB97M-V functional and the def2-TZVPD basis) results for a molecular structure, C10H14BClN6Ru at a distorted geometry.

Cartesian coordinates (Å):
C1 4.8647 -0.3782 2.4869
C2 -1.9940 -2.8762 0.1728
Ru1 -1.5977 -0.9628 2.1800
Cl1 -0.2477 -1.3831 3.8669
H1 -1.5873 -3.6644 0.7763
H2 5.1891 0.5957 2.1025
N1 0.1703 0.4649 -1.9219
C3 -1.0940 1.7674 2.2116
C4 2.1271 0.6432 -3.0004
C5 0.7525 0.9409 -3.0621
H3 -2.0203 0.9945 -2.1488
H4 5.6162 -1.0910 2.3180
H5 4.6579 -0.3066 3.5615
C6 2.3152 -0.0368 -1.7814
N2 1.1573 -0.1628 -1.1588
N3 -1.8276 -0.8964 -0.8258
C7 -2.7824 -1.5830 -1.4722
H6 -3.3593 -1.0959 -2.2432
C8 -1.7323 2.8086 1.5538
H7 -0.6211 1.6343 3.1705
N4 -1.0620 0.6966 1.3466
B1 -1.3045 0.4830 -1.3088
H8 2.9085 0.8689 -3.7098
H9 0.1869 1.4464 -3.8242
N5 -1.5299 -1.5942 0.3647
H10 -3.5768 -3.5993 -1.1697
N6 -1.4005 1.2039 0.0698
C9 -2.8825 -2.8342 -0.8914
H11 3.9359 -0.6668 1.9734
H12 3.2119 -0.4518 -1.3024
H13 -2.0557 3.7321 1.9996
C10 -1.9412 2.4190 0.2421
H14 -2.4767 2.8838 -0.5760

Cartesian forces, eV/Å:
C -1.31 1.17 0.24
C -0.99 1.60 -0.80
Ru 1.49 0.09 0.15
Cl -0.17 -0.01 0.11
H -0.49 -0.30 0.44
H -0.05 -0.20 0.18
N 0.96 0.51 -1.63
C -1.03 -0.11 -1.58
C 1.80 -0.51 0.35
C -2.97 -0.52 2.22
H 0.21 -0.28 0.53
H 0.97 -1.00 -0.25
H 0.10 0.04 -0.29
C -0.35 -0.37 0.80
N 0.61 -0.02 0.16
N -1.27 -0.46 -0.02
C 1.09 0.24 0.66
H 0.25 -0.29 -0.35
C 0.12 0.67 1.31
H -0.43 0.23 0.32
N 0.86 1.86 -0.79
B -0.28 -0.10 0.87
H -0.20 0.12 -0.20
H -0.09 0.10 -0.13
N 0.79 -1.12 -2.77
H 0.06 -0.37 -0.26
N -0.72 0.51 0.62
C -0.21 -1.23 0.38
H 0.26 -0.01 0.11
H -0.41 0.30 -0.53
H 0.18 0.18 -0.02
C 0.82 -0.96 0.12
H 0.40 0.24 0.07

HOMO (alpha / beta) in Ha: -0.6075 / -0.6089
Multiplicity: 5
Gap between HOMO and LUMO (alpha / beta) in eV: 7.7265 / 6.0044
Total charge: +2

Here are the Löwdin charges for atoms 1 to 4, given in e:
1 C -0.04
2 C -0.05
3 Ru 1.12
4 Cl 0.05

(2)
DFT (the ωB97M-V functional and the def2-TZVPD basis) results for a molecular structure, C10H14BF5N6OPdTe at a distorted geometry.

Cartesian coordinates (Å):
H1 0.3690 -3.0193 0.1341
C1 1.2490 -2.6614 0.6411
H2 -2.9824 1.2069 0.0266
H3 3.7958 3.3771 1.5202
H4 1.9070 -1.4063 -4.8389
H5 1.9139 1.3868 -4.6418
F1 -0.4752 -1.5653 3.4518
N1 0.8357 -0.1324 -2.0185
F2 -3.0554 -1.9477 3.4562
C2 2.1665 1.8868 1.2191
H6 2.1218 -2.8434 0.0017
C3 1.6234 0.6160 -3.9445
C4 1.6110 -0.7768 -4.0137
C5 1.1193 -1.2220 -2.7696
C6 2.7131 3.3088 -0.4176
H7 1.2210 3.2785 -2.9430
N2 -0.6295 2.5188 -1.7902
C7 -2.4126 1.8153 -0.6597
N3 -1.1251 1.5609 -0.9357
N4 1.1635 1.0075 -2.7478
H8 -3.7524 3.3902 -1.4020
O1 -0.7504 0.5209 1.7021
H9 3.1320 4.0423 -1.0860
Te1 -1.9178 -0.7366 2.5089
H10 1.2619 -1.5532 0.8926
F3 -1.8309 -2.0577 1.0746
H11 -1.4853 4.1483 -2.7967
F4 -3.5447 -0.0774 1.6952
N5 1.3917 1.6166 0.1580
B1 0.9027 2.4456 -2.1705
Pd1 0.0088 0.0319 -0.1200
H12 1.3073 -3.2241 1.5676
H13 0.9420 -2.2357 -2.4390
C8 -2.7816 2.9414 -1.3993
H14 2.1155 1.3576 2.1567
C9 -1.6451 3.3440 -2.1010
F5 -2.1117 0.5388 3.9068
C10 3.0313 2.9428 0.8945
N6 1.6945 2.5226 -0.8365

Cartesian forces, eV/Å:
H -0.46 0.32 -0.24
C 0.73 0.76 0.04
H 0.13 0.04 -0.11
H -0.11 -0.03 -0.06
H 0.03 0.18 0.03
H 0.05 -0.24 -0.15
F -1.07 0.24 -0.68
N 0.75 -0.54 -1.32
F 1.08 1.12 -0.93
C 0.20 0.59 -1.18
H -0.14 -0.04 0.29
C -0.13 -0.30 0.23
C 0.01 0.00 0.19
C 0.08 2.17 -0.61
C -0.56 -0.73 0.63
H 0.08 0.25 -0.20
N -0.60 -1.17 0.60
C 1.19 0.61 -1.04
N -0.78 0.93 -0.23
N -0.56 -1.76 0.65
H -0.17 0.21 -0.13
O -1.95 -2.09 1.42
H -0.03 0.09 0.10
Te 0.40 1.16 0.23
H -0.24 -1.15 -0.17
F -0.01 1.12 1.21
H -0.06 0.12 0.02
F 1.30 -0.62 0.64
N 0.93 1.15 0.39
B -0.56 -0.90 0.68
Pd 0.57 0.18 -0.55
H 0.22 0.12 0.14
H -0.02 0.24 0.19
C 0.18 0.18 -0.21
H -0.26 -0.22 -0.17
C -0.16 -0.28 0.44
F -0.30 -1.19 -0.58
C -0.02 0.23 -0.56
N 0.27 -0.78 1.00

HOMO (alpha / beta) in Ha: -0.3217 / -0.3479
Multiplicity: 3
Gap between HOMO and LUMO (alpha / beta) in eV: 7.3180 / 8.0342

Here are the Löwdin charges for atoms 1 to 4, given in e:
1 H 0.00
2 C -0.06
3 H 0.09
4 H 0.09

(3)
DFT (the ωB97M-V functional and the def2-TZVPD basis) results for a molecular structure, C10H14BHgO13 at a distorted geometry.

Cartesian coordinates (Å):
H1 1.1025 1.2400 -2.7151
H2 2.7990 -1.5875 -2.9093
Hg1 -0.3469 -1.1173 -1.3142
O1 -0.5338 5.6967 3.9804
B1 -0.8926 2.3135 3.3840
C1 0.9192 -2.4381 -3.7139
H3 1.6842 2.2121 -0.4213
O2 0.1342 2.3592 4.4401
H4 3.3620 2.1550 -2.1811
H5 0.4138 -3.4250 -3.7837
H6 -2.7577 -3.7483 0.8101
C2 -1.0990 0.8692 1.6058
O3 -0.0582 -1.4738 -3.5709
H7 -2.0357 -3.8969 -0.8144
C3 3.1737 1.2034 -1.6699
O4 -1.3364 3.7426 3.2396
H8 3.9408 1.0056 -0.9113
H9 1.8594 0.4534 -0.1890
H10 -4.1656 -2.7535 -0.7937
C4 -0.5541 4.5002 3.9468
O5 -0.2990 1.8071 2.1231
H11 3.2898 0.3809 -2.3759
O6 1.2975 3.9680 5.4563
O7 -2.6979 -1.4750 -1.7194
C5 2.0612 -2.3951 -2.6577
O8 -1.0648 -2.6257 0.5004
H12 -3.5187 -1.4340 0.0995
C6 -2.0850 0.4843 2.7191
C7 1.8428 1.2525 -0.9317
C8 -3.1941 -2.2055 -0.6467
O9 -2.0331 1.4525 3.6628
O10 0.7159 1.1302 -1.8410
C9 -2.2043 -3.1692 0.0284
O11 -2.8057 -0.4563 2.7507
O12 1.6709 -2.2848 -1.3431
C10 0.4412 3.5969 4.7168
H13 2.6139 -3.3669 -2.7705
H14 1.4010 -2.3349 -4.7231
O13 -1.0400 0.3644 0.5331

Cartesian forces, eV/Å:
H -0.41 -0.50 -0.24
H -0.16 0.00 -0.45
Hg -1.17 -2.51 -0.40
O -0.22 0.83 0.13
B -0.35 -0.49 -0.85
C -0.68 0.88 -0.59
H 0.39 -0.17 0.14
O 0.04 -0.48 0.04
H 0.19 -0.08 0.01
H 0.38 -0.36 0.55
H -0.20 0.08 0.10
C 0.19 -0.62 0.37
O 0.80 0.32 0.03
H 0.22 -0.31 0.11
C 0.25 0.24 0.50
O -0.13 -0.34 -0.08
H 0.14 0.38 -0.14
H -0.53 -0.11 -0.20
H 0.28 -0.29 -0.70
C 0.67 -0.05 -0.09
O -0.12 0.59 0.12
H -0.54 -0.09 0.00
O 0.83 0.44 0.68
O 0.16 -0.76 0.12
C -0.06 -0.79 0.81
O 0.48 0.58 -0.16
H 0.13 -0.37 0.47
C -0.60 0.16 -0.05
C -0.41 0.11 -0.56
C -0.35 2.06 0.71
O 0.55 0.04 0.23
O 1.02 0.52 0.60
C -0.17 -0.31 -0.73
O -0.19 -0.07 0.16
O -0.06 0.58 -0.42
C -0.83 -0.10 -0.25
H 0.13 0.17 -0.29
H 0.32 -0.02 0.04
O -0.01 0.85 0.27

HOMO in Ha: 0.0942
Multiplicity: 1
Gap between HOMO and LUMO in eV: 3.9006
Total charge: -3

Here are the Löwdin charges for atoms 1 to 4, given in e:
1 H 0.07
2 H 0.05
3 Hg 1.19
4 O 0.11

- Which of these has the highest multiplicity?
  C10H14BClN6Ru